No. 1
An isolated ion of composition C6H12N2O3PS and charge +1. Source: the Open Molecules 2025 dataset; level of theory: ωB97M-V with the def2-TZVPD basis set.

Atoms and positions in Å:
C: -0.18 -2.78 -0.55
C: 0.00 -2.73 0.97
C: 1.18 -3.55 1.53
O: -0.08 -1.43 1.48
P: 0.54 -0.18 0.59
O: 0.49 0.94 1.72
S: -1.17 0.46 -0.65
C: -1.52 2.17 -0.32
C: -1.38 3.03 -1.59
C: -0.09 3.45 -1.53
N: 1.02 3.75 -1.25
N: 2.21 4.27 -1.63
O: 3.21 3.97 -1.09
H: -1.18 -2.37 -0.73
H: 0.56 -2.02 -1.06
H: -0.20 -3.85 -0.84
H: -0.81 -3.29 1.47
H: 1.40 -4.32 0.81
H: 1.08 -4.06 2.48
H: 1.99 -2.96 1.47
H: -0.05 0.60 2.45
H: -2.60 2.18 -0.09
H: -0.98 2.59 0.57
H: -1.93 3.84 -1.79
H: -1.52 2.29 -2.42

Output
- Strongest force on any atom: 5.714 eV Å⁻¹
- Gap between HOMO and LUMO: 5.58 eV
- Electronic energy: -35651.352 eV
- HOMO level: -11.964 eV
- SMILES: CC(C)OP(O)SCCC#[N+]N=O
- Energy above the lowest of the compared OMol25 structures with the same formula, charge and spin: 637.11 kJ/mol
- 2S+1: 1
- Total charge: +1

natural (NBO) population analysis, charges in e, atoms 1 to 4: -0.6531 0.0908 -0.6281 -0.8091

=====

No. 2
A 2-piece molecular cluster, C9H14O overall. Source: the Open Molecules 2025 dataset; level of theory: ωB97M-V with the def2-TZVPD basis set.

Atoms and positions in Å:
C: -1.37 0.73 -2.76
C: -0.55 0.81 -1.46
C: -0.34 2.13 -1.06
C: 0.14 2.47 0.20
C: 0.40 1.40 1.06
O: 0.84 1.59 2.33
C: 0.38 0.10 0.67
C: -0.10 -0.26 -0.73
H: -1.19 -0.16 -3.24
H: -1.22 1.56 -3.45
H: -2.45 1.06 -2.69
H: -0.87 2.99 -1.47
H: 0.23 3.43 0.54
H: 0.83 0.80 2.86
H: 0.52 -0.70 1.30
H: -0.15 -1.35 -0.95
C: -0.28 -3.45 1.18
C: 0.95 -3.78 0.29
H: -0.24 -3.19 2.22
H: -0.60 -2.48 0.75
H: -0.93 -4.31 1.02
H: 0.97 -4.71 -0.17
H: 1.98 -3.69 0.87
H: 0.98 -2.94 -0.56

Output
- Strongest force on any atom: 6.479 eV Å⁻¹
- Gap between HOMO and LUMO: 9.30 eV
- Electronic energy: -11605.235 eV
- HOMO level: -8.470 eV
- SMILES: Cc1ccc(O)cc1.CC
- Energy above the lowest of the compared OMol25 structures with the same formula, charge and spin: 231.72 kJ/mol
- 2S+1: 1

natural (NBO) population analysis, charges in e, atoms 1 to 4: -0.6335 -0.0556 -0.1880 -0.2397

=====

No. 3
C3H3LiNiO2 as an isolated structure. Source: the Open Molecules 2025 dataset; level of theory: ωB97M-V with the def2-TZVPD basis set.

Atoms and positions in Å:
H: 0.98 2.60 -0.37
O: -0.02 -1.15 -0.32
C: -0.19 -0.56 0.85
C: -1.15 0.27 1.25
C: 0.55 1.59 -0.44
O: 0.07 1.28 0.69
Ni: 0.79 -0.11 -1.66
Li: -1.01 -2.72 -0.58
H: -2.20 0.14 1.00
H: -0.87 -0.96 1.96

Output
- Strongest force on any atom: 5.336 eV Å⁻¹
- Gap between HOMO and LUMO (alpha / beta): 6.95 / 7.17 eV
- Electronic energy: -48473.849 eV
- HOMO level (alpha / beta): -18.118 / -18.002 eV
- Expectation value of S²: 2.3521
- Energy above the lowest of the compared OMol25 structures with the same formula, charge and spin: 749.76 kJ/mol
- 2S+1: 3
- Total charge: +2

natural (NBO) population analysis, charges in e, atoms 1 to 4: 0.2635 -0.8884 0.3454 0.0280

=====

No. 4
A 6-piece molecular cluster, C24H42N6 overall. Source: the Open Molecules 2025 dataset; level of theory: ωB97M-V with the def2-TZVPD basis set.

Atoms and positions in Å:
C: -18.73 -10.73 0.39
C: -17.73 -11.18 -0.66
C: -17.12 -12.58 -0.44
C: -17.30 -13.08 0.92
N: -17.44 -13.48 1.99
H: -19.51 -11.48 0.53
H: -19.16 -9.76 0.15
H: -18.26 -10.59 1.37
H: -16.91 -10.45 -0.69
H: -18.18 -11.14 -1.65
H: -16.07 -12.58 -0.73
H: -17.56 -13.30 -1.13
C: -12.82 -7.74 -1.95
C: -13.60 -7.64 -0.63
C: -14.07 -9.01 -0.13
C: -12.96 -9.87 0.23
N: -12.09 -10.59 0.50
H: -11.95 -8.39 -1.84
H: -12.53 -6.76 -2.30
H: -13.46 -8.19 -2.71
H: -14.46 -6.98 -0.77
H: -13.00 -7.14 0.13
H: -14.63 -9.52 -0.91
H: -14.65 -8.86 0.79
C: -9.73 -11.39 -5.44
C: -10.78 -10.33 -5.71
C: -10.36 -9.35 -6.80
C: -11.40 -8.38 -7.14
N: -12.23 -7.64 -7.43
H: -8.81 -10.95 -5.05
H: -9.42 -11.91 -6.35
H: -10.12 -12.16 -4.78
H: -11.00 -9.79 -4.79
H: -11.75 -10.76 -5.96
H: -10.14 -9.91 -7.72
H: -9.45 -8.79 -6.55
C: -11.26 -20.97 -2.19
C: -10.26 -21.07 -3.33
C: -10.18 -19.82 -4.23
C: -10.44 -18.58 -3.54
N: -10.64 -17.61 -2.96
H: -11.45 -21.93 -1.70
H: -12.22 -20.60 -2.56
H: -10.88 -20.29 -1.43
H: -10.45 -21.95 -3.97
H: -9.25 -21.34 -2.97
H: -10.93 -19.96 -5.01
H: -9.22 -19.79 -4.74
C: -12.77 -15.31 -1.28
C: -11.90 -14.08 -1.04
C: -12.04 -13.01 -2.11
C: -13.33 -12.34 -2.01
N: -14.34 -11.81 -1.90
H: -12.74 -16.01 -0.45
H: -12.39 -15.82 -2.17
H: -13.77 -14.92 -1.50
H: -10.85 -14.36 -0.92
H: -12.11 -13.62 -0.07
H: -11.91 -13.41 -3.12
H: -11.25 -12.26 -1.99
C: -13.17 -14.58 2.53
C: -14.16 -13.44 2.76
C: -13.71 -12.47 3.87
C: -14.78 -11.55 4.25
N: -15.61 -10.82 4.55
H: -12.79 -14.94 3.49
H: -12.30 -14.18 2.00
H: -13.63 -15.42 2.03
H: -15.13 -13.84 3.05
H: -14.32 -12.84 1.86
H: -12.84 -11.89 3.55
H: -13.38 -12.99 4.78

Output
- Strongest force on any atom: 1.441 eV Å⁻¹
- Gap between HOMO and LUMO: 11.31 eV
- Electronic energy: -34508.577 eV
- HOMO level: -10.826 eV
- SMILES: CCCC#N.CCCC#N.CCCC#N.CCCC#N.CCCC#N.CCCC#N
- Energy above the lowest of the compared OMol25 structures with the same formula, charge and spin: 25.48 kJ/mol
- 2S+1: 1

Mulliken population analysis, charges in e, atoms 1 to 4: -1.3978 0.0913 0.7396 0.2074

=====

Q: Which formula does entry 2 have?
A: C9H14O